Record 1
A single C2H5N3O molecule at a distorted geometry. Source: OMol25; level of theory: the ωB97M-V functional and the def2-TZVPD basis.

Last column: Mulliken charge in e.
Cartesian coordinates (Å):
O: 2.57 0.20 0.01  -0.46
N: 1.17 0.35 -0.06  -0.22
N: -0.69 -1.04 0.12  0.11
N: -1.86 -0.34 -0.07  -0.56
C: 0.67 -0.85 -0.12  -0.08
C: -1.77 0.98 0.04  -0.29
H: -0.80 -2.01 -0.01  0.25
H: -0.91 1.63 -0.08  0.27
H: -2.73 1.52 -0.01  0.26
H: 2.89 1.18 0.16  0.35
H: 1.47 -1.60 0.03  0.36

Results
Kohn-Sham gap   9.444 eV
Total energy   -8668.8130 eV
Energy above the lowest of the compared OMol25 structures with the same formula, charge and spin   111.4 kcal per mole
Max |F|   4.3 eV/Å
Charge   0
E_LUMO   0.035 hartree


Record 2
A single C2H5N3O molecule. Source: OMol25; level of theory: the ωB97M-V functional and the def2-TZVPD basis.

Last column: Mulliken charge in e.
Cartesian coordinates (Å):
O: -0.30 -1.32 -0.26  -0.58
N: 2.27 0.17 0.74  -0.67
N: -2.18 -0.20 0.07  -0.38
N: 0.11 0.86 0.17  -0.45
C: -0.80 -0.24 0.01  0.51
C: 1.38 0.27 -0.16  0.18
H: 0.27 1.22 1.11  0.33
H: -2.53 -1.12 -0.16  0.24
H: -2.85 0.54 0.17  0.19
H: 1.46 -0.08 -1.19  0.38
H: 3.14 -0.19 0.34  0.25

Results
Kohn-Sham gap   11.045 eV
Total energy   -8672.6781 eV
Energy above the lowest of the compared OMol25 structures with the same formula, charge and spin   22.2 kcal per mole
Max |F|   0.8 eV/Å
Charge   0
E_LUMO   0.033 hartree


Record 3
A single C2H5N3O molecule at a distorted geometry. Source: OMol25; level of theory: the ωB97M-V functional and the def2-TZVPD basis.

Last column: Mulliken charge in e.
Cartesian coordinates (Å):
O: -0.06 -1.62 -0.98  -0.52
N: -0.99 0.24 0.20  -0.34
N: 1.33 0.23 -0.53  -0.54
N: -0.97 1.80 2.07  -0.41
C: 0.22 -0.61 -0.12  0.07
C: -0.82 1.04 1.26  0.31
H: 0.68 -1.03 0.84  0.27
H: 1.31 1.18 -0.12  0.26
H: 1.51 0.31 -1.57  0.21
H: -1.63 0.79 -0.61  0.31
H: -0.59 -2.32 -0.44  0.38

Results
Kohn-Sham gap   10.041 eV
Total energy   -8671.0405 eV
Energy above the lowest of the compared OMol25 structures with the same formula, charge and spin   60.0 kcal per mole
Max |F|   4.5 eV/Å
Charge   0
E_LUMO   0.017 hartree


Record 4
A single C2H5N3O molecule at a distorted geometry. Source: OMol25; level of theory: the ωB97M-V functional and the def2-TZVPD basis.

Last column: Mulliken charge in e.
Cartesian coordinates (Å):
O: -0.84 1.82 0.47  -0.60
N: 0.96 -1.96 -0.13  -0.71
N: -0.87 -0.90 0.73  -0.42
N: 0.49 0.34 -0.69  -0.16
C: 0.02 1.58 -0.36  0.13
C: 0.22 -0.92 -0.05  0.51
H: 1.24 0.33 -1.34  0.19
H: 1.86 -1.85 -0.65  0.19
H: -0.96 -1.64 1.42  0.25
H: 0.48 2.36 -0.97  0.34
H: -1.39 0.02 0.87  0.27

Results
Kohn-Sham gap   9.844 eV
Total energy   -8673.2155 eV
Energy above the lowest of the compared OMol25 structures with the same formula, charge and spin   9.8 kcal per mole
Max |F|   2.2 eV/Å
Charge   0
E_LUMO   0.024 hartree


Record 5
A 2-piece molecular cluster, C2H5N3O2 overall at a distorted geometry. Source: OMol25; level of theory: the ωB97M-V functional and the def2-TZVPD basis.

Last column: Mulliken charge in e.
Cartesian coordinates (Å):
O: -0.58 -1.62 -0.29  -0.55
O: 1.33 -2.37 1.82  -0.38
N: -0.36 1.16 0.31  -0.34
N: 0.06 -1.05 0.55  0.74
N: 0.84 -1.10 1.44  -0.30
C: -1.23 1.02 -0.79  -0.23
C: 0.19 1.38 -1.00  -0.21
H: 0.86 0.64 -1.41  0.18
H: 0.48 2.40 -1.22  0.25
H: -2.03 1.73 -0.90  0.25
H: 1.95 -2.18 2.55  0.40
H: -1.51 -0.01 -1.04  0.19

Results
Kohn-Sham gap (spin up / spin down)   8.885 / 9.224 eV
Total energy   -10712.5662 eV
Energy above the lowest of the compared OMol25 structures with the same formula, charge and spin   213.2 kcal per mole
Max |F|   2.4 eV/Å
Charge   0
E_LUMO (spin up / spin down)   -0.033 / -0.013 hartree


Record 6
A 2-piece molecular cluster, C2H5N3O2 overall at a distorted geometry. Source: OMol25; level of theory: the ωB97M-V functional and the def2-TZVPD basis.

Last column: Mulliken charge in e.
Cartesian coordinates (Å):
O: 0.67 0.01 0.57  -0.62
O: -2.26 -1.08 1.24  -0.10
N: -0.93 2.08 -0.18  -0.62
N: 0.13 -1.19 -1.33  -0.54
N: -0.91 0.84 -0.83  -0.07
C: 0.05 -0.08 -0.46  0.64
C: -3.03 -0.27 1.36  0.08
H: 0.51 -1.94 -0.77  0.27
H: -0.06 2.24 0.27  0.27
H: -1.04 0.89 -1.83  0.25
H: -0.63 -1.40 -1.78  0.21
H: -1.73 2.20 0.44  0.23

Results
Kohn-Sham gap   10.405 eV
Total energy   -10719.7117 eV
Energy above the lowest of the compared OMol25 structures with the same formula, charge and spin   48.4 kcal per mole
Max |F|   6.9 eV/Å
Charge   0
E_LUMO   0.034 hartree


Record 7
A 2-piece molecular cluster, C2H5N3O2 overall at a distorted geometry. Source: OMol25; level of theory: the ωB97M-V functional and the def2-TZVPD basis.

Last column: Mulliken charge in e.
Cartesian coordinates (Å):
O: -1.81 -0.41 0.41  -0.31
O: -0.64 1.33 0.19  -0.44
N: 0.54 1.12 0.60  0.09
N: 1.52 0.70 -0.29  -0.20
N: -2.98 -0.25 -0.11  -0.21
C: 2.09 -0.51 -0.20  -0.04
C: 2.69 -1.54 -0.12  -0.41
H: 1.29 1.00 -1.23  0.29
H: 0.68 0.78 1.56  0.28
H: 3.19 -2.46 -0.06  0.45
H: -2.99 -0.15 -1.13  0.25
H: -3.59 0.39 0.39  0.25

Results
Kohn-Sham gap (spin up / spin down)   9.191 / 8.804 eV
Total energy   -10712.1021 eV
Energy above the lowest of the compared OMol25 structures with the same formula, charge and spin   223.9 kcal per mole
Max |F|   1.3 eV/Å
Charge   0
E_LUMO (spin up / spin down)   0.023 / 0.027 hartree


Record 8
A 2-piece molecular cluster, C2H5N3O2 overall at a distorted geometry. Source: OMol25; level of theory: the ωB97M-V functional and the def2-TZVPD basis.

Last column: Mulliken charge in e.
Cartesian coordinates (Å):
O: -0.89 1.30 0.79  -0.22
O: -1.31 -0.17 -0.91  -0.24
N: -0.38 -2.11 0.01  -0.65
N: -1.24 1.19 -0.59  -0.12
N: 1.64 0.77 -0.48  -0.61
C: -0.62 -0.87 0.10  0.70
C: -0.22 0.16 1.01  -0.29
H: 0.17 -0.11 2.09  0.31
H: 2.28 1.01 0.29  0.21
H: 1.58 -0.23 -0.53  0.24
H: -0.36 1.55 -0.99  0.38
H: -0.66 -2.49 -0.80  0.28

Results
Kohn-Sham gap (spin up / spin down)   7.721 / 7.671 eV
Total energy   -10713.3847 eV
Energy above the lowest of the compared OMol25 structures with the same formula, charge and spin   194.3 kcal per mole
Max |F|   5.4 eV/Å
Charge   0
E_LUMO (spin up / spin down)   -0.052 / -0.052 hartree


Record 9
A 2-piece molecular cluster, C2H5N3O2S overall at a distorted geometry. Source: OMol25; level of theory: the ωB97M-V functional and the def2-TZVPD basis.

Last column: Mulliken charge in e.
Cartesian coordinates (Å):
S: 2.98 -0.04 -0.72  -0.32
O: 0.17 2.31 -0.29  -0.48
O: -1.88 1.51 -0.58  -0.64
N: -0.21 0.08 -0.21  -0.29
N: -0.75 1.20 -0.36  0.92
N: 1.56 -1.04 1.38  -0.42
C: 2.00 -0.48 0.43  0.50
C: -1.21 -1.01 -0.28  -0.85
H: 0.66 -1.02 1.80  0.30
H: 1.05 2.16 -0.56  0.32
H: -1.45 -1.14 0.78  0.30
H: -2.15 -0.66 -0.68  0.35
H: -0.77 -1.87 -0.71  0.32

Results
Kohn-Sham gap   10.087 eV
Total energy   -21550.7133 eV
Energy above the lowest of the compared OMol25 structures with the same formula, charge and spin   119.9 kcal per mole
Max |F|   3.6 eV/Å
Charge   0
E_LUMO   0.019 hartree


Record 10
A 2-piece molecular cluster, C2H5N3O2S overall at a distorted geometry. Source: OMol25; level of theory: the ωB97M-V functional and the def2-TZVPD basis.

Last column: Mulliken charge in e.
Cartesian coordinates (Å):
S: 3.26 0.02 -0.41  0.76
O: 3.54 -1.06 -1.31  -0.40
O: 2.74 1.22 -1.03  -0.39
N: 0.25 0.09 0.74  0.00
N: -0.49 -0.89 1.41  -0.68
N: -1.87 -0.05 -0.11  -0.25
C: -1.63 -0.98 0.86  -0.07
C: -0.61 0.65 -0.32  -0.38
H: -2.36 -1.72 1.15  0.41
H: -0.75 1.73 -0.22  0.24
H: 0.58 0.77 1.41  0.28
H: -0.16 0.43 -1.29  0.24
H: -2.49 -0.21 -0.89  0.25

Results
Kohn-Sham gap   7.278 eV
Total energy   -21553.9287 eV
Energy above the lowest of the compared OMol25 structures with the same formula, charge and spin   45.8 kcal per mole
Max |F|   1.1 eV/Å
Charge   0
E_LUMO   -0.028 hartree


Record 11
A single C2H5N3O3 molecule at a distorted geometry. Source: OMol25; level of theory: the ωB97M-V functional and the def2-TZVPD basis.

Last column: Mulliken charge in e.
Cartesian coordinates (Å):
O: 0.04 1.07 2.39  -0.39
O: 0.34 0.14 -0.08  -0.29
O: -0.14 -1.05 -2.03  -0.62
N: 1.93 -1.12 -1.15  -0.38
N: -2.05 0.50 -0.33  -0.73
N: -0.90 1.29 1.40  -0.19
C: -0.93 0.56 0.25  0.54
C: 0.67 -0.67 -1.17  0.61
H: -1.97 -0.01 -1.21  0.32
H: -0.10 0.15 2.69  0.33
H: 2.68 -0.72 -0.60  0.24
H: 2.20 -1.67 -2.02  0.28
H: -1.76 1.51 1.84  0.27

Results
Kohn-Sham gap   9.789 eV
Total energy   -12766.4106 eV
Energy above the lowest of the compared OMol25 structures with the same formula, charge and spin   27.5 kcal per mole
Max |F|   3.7 eV/Å
Charge   0
E_LUMO   0.018 hartree


Record 12
A single C2H5N3O3 molecule at a distorted geometry. Source: OMol25; level of theory: the ωB97M-V functional and the def2-TZVPD basis.

Last column: Mulliken charge in e.
Cartesian coordinates (Å):
O: -2.17 -1.05 0.36  -0.41
O: 0.22 -0.15 -0.70  -0.22
O: 0.77 2.35 0.08  -0.38
N: 1.34 -0.29 0.37  -0.36
N: -1.95 0.04 -0.47  -0.10
N: -0.60 1.83 0.16  -0.33
C: -0.76 0.59 -0.17  0.41
C: 1.93 -1.39 -0.06  -0.23
H: -1.97 -0.89 1.27  0.34
H: -2.68 0.78 -0.32  0.31
H: 2.85 -1.47 0.47  0.31
H: 1.47 -2.12 -0.73  0.30
H: 1.54 1.79 -0.25  0.36

Results
Kohn-Sham gap   9.444 eV
Total energy   -12760.9402 eV
Energy above the lowest of the compared OMol25 structures with the same formula, charge and spin   153.6 kcal per mole
Max |F|   5.1 eV/Å
Charge   0
E_LUMO   0.004 hartree